ORCA calculation (the ωB97M-V functional and the def2-TZVPD basis) on a cluster of 7 separate species, C46H109N7O11 in total at a distorted geometry.

Computed properties:
- E_HOMO (alpha / beta): -9.283 / -9.283 eV
- Molar mass: 936.416 Da
- Spin multiplicity: 2
- F_max: 4.4 eV/Å
- Net charge: +1
- Frontier orbital gap (alpha / beta): 6.67 / 2.57 eV

Element x y z (Å)
H -8.9663 3.8556 0.0933
H -0.0754 1.3049 -0.3581
H -4.6852 9.0460 -7.0236
H -0.5782 -4.9863 -2.8684
H -1.0157 2.8117 -3.7391
C -1.3908 -0.3545 -0.5659
H 0.2243 0.2610 6.1572
C 1.6285 -5.6086 0.6694
C -3.4449 5.5119 -5.7943
H -0.8847 1.2179 -4.3397
H -1.3697 -5.8948 7.3773
H -2.1164 -3.7919 5.2595
H -3.6993 3.4396 -5.0334
H 2.0810 2.7310 -0.2891
C -1.4818 0.0997 -2.0248
H 4.1877 -2.7386 2.9127
C 0.8693 -3.3559 -2.4480
H -7.1816 7.8680 -7.3431
H -1.1499 -1.4148 -0.6414
H 2.9135 -1.2960 -2.6047
H -2.6305 4.4864 -3.9635
H -2.4515 -0.2681 -2.3603
C -3.9667 2.6847 -1.0096
H -7.8841 6.1808 0.3666
H -1.4892 4.6166 -6.6268
H 1.1658 -6.4268 1.2212
C -6.9312 4.5947 -0.2898
H 2.2865 -1.9395 1.0301
H -5.6262 5.8588 -8.8351
H -3.2155 3.2480 -0.4561
H -1.8937 5.7928 -0.0594
H 1.2477 -1.2862 3.1219
C -0.4134 -6.3186 7.0707
C -1.0917 -3.6962 5.6186
H 0.0461 1.2154 3.4412
O -5.3354 3.0830 -0.7699
H -1.3903 0.5175 5.4894
O 5.8743 4.0474 -2.6251
H 2.7348 -5.6075 7.8125
N 1.4784 -3.1971 -0.0096
H -2.6398 8.9979 -5.5249
C 4.8487 3.2125 -3.0409
C 0.4653 1.1423 2.4377
C -4.9898 6.6371 -8.4139
H -6.6078 6.5187 -0.5031
H -7.4175 6.2700 -6.8072
H -4.0034 6.5418 -8.8678
H 5.4371 -9.3775 5.5724
H 6.8934 -9.4746 7.5920
H -8.3715 3.4246 -1.5420
C -6.7708 7.1333 -6.6506
C 4.2008 -3.3835 3.7913
H -3.7497 2.5200 -2.0651
C 0.7676 -4.3952 0.4618
H -1.1316 -6.5575 5.0365
H 0.7573 -4.5096 5.5878
H 2.8307 -1.0810 -0.9322
O -0.1792 4.7564 -0.3369
C 0.0642 -3.9347 1.7056
H -2.8992 4.2206 -7.5020
C -3.0132 8.1359 -6.0778
H -3.0922 7.0387 -4.1231
H 2.1762 -6.5263 6.5275
O -1.2167 -1.4128 6.3322
C -2.7938 6.8381 -5.1521
H 0.6809 -3.5504 2.5180
O -1.2624 1.4623 -2.2755
H -0.7807 -2.1217 4.4308
C 1.9439 -3.0633 -1.3865
H 6.6871 4.5049 -4.5999
H 0.0703 -2.6146 -2.4318
H 1.2810 -3.2531 -3.4521
H 3.1374 -3.4399 4.0238
C 1.1962 4.6740 -0.2647
H -7.8601 2.5916 -0.0387
H -3.9462 1.7220 -0.4989
H -1.1029 0.5826 7.1704
O -5.6119 4.5970 -6.5424
C -0.8341 5.9223 0.1611
H -2.2411 5.8090 -7.6809
C 2.2845 -1.5490 -1.7512
H 3.3447 1.9477 -2.1760
H -1.5886 0.8246 1.6553
C 0.1881 -4.7342 -2.1354
H 4.3765 -6.6849 5.2217
C -0.8309 0.0165 6.2795
C -2.4453 5.0364 -6.9395
C -0.5915 0.3980 1.5468
H 6.6988 -8.4911 4.7205
H 8.1269 -8.6871 6.6059
H 4.5750 -2.8537 4.6673
C 1.7719 3.5074 -0.9888
H -0.7592 -3.2207 1.6881
H -5.9675 4.4204 -2.2529
C -1.4446 1.8166 -3.6212
H -1.1550 -3.8954 -0.6923
H 4.2557 3.6251 -3.8570
H 1.7617 -0.2932 4.4807
H -2.4857 1.8733 -3.9390
C -0.3418 -4.6211 -0.7044
C -0.5029 -2.2910 5.4711
H 1.4413 4.5068 0.7842
C 7.2231 -8.5163 7.1907
H -1.1842 -3.7942 6.7002
C 5.9853 -6.3917 2.8922
O 2.4585 -2.8813 0.9596
H -5.7436 4.1359 -5.7108
C 6.9624 4.1451 -3.6085
N -7.4390 5.9450 -0.5089
O 6.2355 -7.7722 6.4959
C -4.5137 8.1578 -6.4155
H 4.4432 2.7898 -0.9963
H -0.8827 5.9099 1.2499
H 1.3958 -0.9191 -1.7121
H -5.3325 7.4959 -8.9911
N 2.9693 3.9391 -1.6478
H -2.3995 7.9835 -6.9656
H 3.7423 -3.7272 -2.5656
H 5.2196 2.2474 -3.3863
H 3.8833 -4.0124 -0.8182
O 1.7492 0.5085 2.5145
H 3.3696 4.6820 -1.0928
H -1.7205 6.6964 -5.0257
C 5.3096 -5.0814 2.4830
H 1.2105 3.1442 -1.8497
H 6.1460 -4.4647 2.1539
H -2.3155 -0.1454 -0.0280
H -6.7118 4.5543 0.7771
H 0.5795 -6.4084 4.9520
N -0.3298 0.4359 0.0893
H 3.8421 -8.2175 4.6200
H 1.9728 -6.1155 -0.2320
H 3.0225 -5.0781 -1.7450
H 1.6180 5.6261 -0.5867
H 2.3290 -7.2197 8.1853
C -8.0996 3.5525 -0.4942
C -0.2839 -6.0869 5.5345
H -0.4841 -4.7896 2.1013
H 6.6630 -6.1097 3.6980
C 3.1961 -4.0050 -1.6642
H -0.7747 -5.6057 -0.5279
C 5.8157 -8.3799 5.3497
H 2.5162 -5.4023 1.2673
C 1.9900 -6.3717 7.5903
H -0.8803 -0.4529 -2.7466
H -0.6485 -0.6484 1.8465
H -4.9739 8.4671 -5.4771
C -5.7389 4.3221 -1.1917
H 4.6992 -5.2346 1.5930
N -4.8848 5.6667 -6.1545
H 7.3095 3.1118 -3.6113
H 0.5636 -2.1292 5.6276
H 6.4716 -6.8539 2.0332
H 7.6880 4.8579 -3.2167
N 4.9189 -7.3794 3.2417
C -5.2861 6.8751 -6.9296
C 4.7086 -7.5575 4.6593
H -0.5518 -7.3856 7.2453
H 0.8851 -5.5433 -2.3538
H 4.0186 -7.2179 2.8134
O 0.6982 -5.8727 7.8066
N -0.1383 -4.7166 5.1694
C -3.4438 4.4412 -4.6878
H -0.3906 6.8366 -0.2333
H -4.3055 4.6279 -4.0469
C 1.9371 -0.4980 3.4246
H 2.9823 -0.7980 3.3496
C 3.8862 2.8613 -1.9305
H 7.4997 -7.9495 8.0797
H -6.9830 7.5336 -5.6593
H 0.6750 2.1724 2.1497
H -5.0283 5.1198 -0.9754
O 4.6654 -4.6104 3.6781